1.
This record from OMol25 describes a single C4H10OS molecule. The level of theory is the ωB97M-V functional and the def2-TZVPD basis.

Each atom is followed by the atoms it is bonded to, with distances in Å.
Positions of all 16 atoms, in Å:
1 C -1.92099 -0.53965 -0.73579  C2 1.481, H7 1.275, H8 1.196, H9 1.267
2 C -1.02597 0.49727 -0.17172  C1 1.481, O3 1.440, C4 1.612, H10 1.127
3 O -1.24677 0.54314 1.25092  C2 1.440, H11 0.938
4 C 0.52367 0.35093 -0.59064  C2 1.612, C5 1.572, S6 1.833, H12 1.033
5 C 1.42006 1.57233 -0.17200  C4 1.572, H13 1.109, H14 1.173, H15 1.195
6 S 1.14305 -1.22393 0.11329  C4 1.833, H16 1.448
7 H -1.84966 -1.46805 0.13504  C1 1.275
8 H -1.47695 -0.88129 -1.79256  C1 1.196
9 H -3.02774 0.07407 -0.80432  C1 1.267
10 H -1.33132 1.47310 -0.64620  C2 1.127
11 H -1.00067 -0.31770 1.52936  O3 0.938
12 H 0.49366 0.15293 -1.60435  C4 1.033
13 H 0.96789 2.55038 -0.43594  C5 1.109
14 H 1.41613 1.54609 1.00093  C5 1.173
15 H 2.50326 1.62688 -0.67326  C5 1.195
16 H 1.01015 -0.80396 1.49218  S6 1.448

Energy above the lowest of the compared OMol25 structures with the same formula, charge and spin: 44.6 kcal per mole
Molar mass: 106.190 g/mol
Strongest force on any atom: 3.90 eV/Å
SMILES string: C[C@@H](O)[C@@H](C)S
2S+1: 1
E_LUMO: 0.7 eV

=====

2.
This record from OMol25 describes a gas-phase ion, C4H10OS2 (charge -1). The level of theory is the ωB97M-V functional and the def2-TZVPD basis.

Each atom is followed by the atoms it is bonded to, with distances in Å.
Positions of all 17 atoms, in Å:
1 C 0.97502 -1.48464 -0.15651  C2 1.495, C4 1.537, H8 1.104, H9 1.107
2 C 1.68160 -0.99154 -1.37820  C1 1.495, O3 1.454, H10 1.100, H11 1.091
3 O 2.90823 -0.33074 -0.96296  C2 1.454, H12 0.948
4 C 0.72876 -0.39342 0.89689  C1 1.537, S5 1.799, H13 1.094, H14 1.083
5 S 0.03784 1.18701 0.38668  C4 1.799, S6 2.198
6 S -1.98545 0.63059 -0.26788  S5 2.198, C7 1.823
7 C -2.50533 -0.37902 1.15783  S6 1.823, H15 1.093, H16 1.093, H17 1.083
8 H 0.07345 -2.09073 -0.35109  C1 1.104
9 H 1.50001 -2.30803 0.36396  C1 1.107
10 H 1.87468 -1.79317 -2.10656  C2 1.100
11 H 1.13731 -0.20335 -1.90081  C2 1.091
12 H 3.33723 -0.07383 -1.76877  O3 0.948
13 H 1.72060 0.02202 1.09705  C4 1.094
14 H 0.36587 -0.86706 1.80105  C4 1.083
15 H -1.80471 -1.21779 1.14781  C7 1.093
16 H -2.34601 0.25163 2.03655  C7 1.093
17 H -3.51347 -0.77453 1.18223  C7 1.083

Energy above the lowest of the compared OMol25 structures with the same formula, charge and spin: 38.2 kcal per mole
Molar mass: 138.257 g/mol
Strongest force on any atom: 3.25 eV/Å
2S+1: 2
E_LUMO (alpha / beta): 3.4 / 3.4 eV
Total charge: -1

=====

3.
This record from OMol25 describes 3 unconnected molecules or ions with the total composition C4H10OS2. The level of theory is the ωB97M-V functional and the def2-TZVPD basis.

Each atom is followed by the atoms it is bonded to, with distances in Å.
Positions of all 17 atoms, in Å:
1 C 1.17618 -0.75403 -0.76144  C2 1.343, C4 1.521, H9 1.099
2 C 1.59736 -1.15492 -1.97190  C1 1.343, H10 1.126, H11 1.116
3 O 0.36436 0.40859 -3.68489  H12 0.958
4 C 0.07911 0.29622 -0.67681  C1 1.521, H8 1.095, H13 1.089, H14 1.107
5 S -1.30285 -1.61908 1.42842  S6 2.125
6 S -0.32939 0.00789 2.38815  S5 2.125, C7 1.843
7 C -1.62619 0.88467 3.36169  S6 1.843, H15 1.101, H16 1.115, H17 1.107
8 H -0.21834 0.57449 -1.69311  C4 1.095
9 H 1.60077 -1.06712 0.20217  C1 1.099
10 H 2.48087 -1.85337 -1.95196  C2 1.126
11 H 1.12004 -0.72911 -2.88659  C2 1.116
12 H 1.01562 0.97805 -4.09672  O3 0.958
13 H 0.33550 1.15643 -0.05976  C4 1.089
14 H -0.80372 -0.19186 -0.22001  C4 1.107
15 H -1.99499 0.13735 4.08075  C7 1.101
16 H -2.47283 1.23295 2.72522  C7 1.115
17 H -1.02150 1.69284 3.81678  C7 1.107

Energy above the lowest of the compared OMol25 structures with the same formula, charge and spin: 181.4 kcal per mole
Molar mass: 138.257 g/mol
Strongest force on any atom: 3.45 eV/Å
2S+1: 1
E_LUMO: -4.5 eV

=====

4.
This record from OMol25 describes a single C4H10OSi2 molecule. The level of theory is the ωB97M-V functional and the def2-TZVPD basis.

Each atom is followed by the atoms it is bonded to, with distances in Å.
Positions of all 17 atoms, in Å:
1 C 0.46012 -2.60100 0.04354  C2 1.329, H8 1.147, H9 1.187
2 C 1.03868 -1.64806 0.76619  C1 1.329, Si3 2.144, H10 1.019
3 Si 0.24800 0.34415 0.71330  C2 2.144, C4 1.826, O6 1.624, H11 1.517
4 C 1.28787 1.37535 -0.37784  Si3 1.826, C5 1.319, H12 1.062
5 C 2.60202 1.30672 -0.28770  C4 1.319, H13 1.135, H14 1.111
6 O -1.33953 0.27962 0.37785  Si3 1.624, Si7 1.638
7 Si -2.75269 0.98107 -0.06198  O6 1.638, H15 1.549, H16 1.514, H17 1.373
8 H 1.07542 -3.56614 -0.02930  C1 1.147
9 H -0.67972 -2.47131 -0.26248  C1 1.187
10 H 1.98736 -1.80314 1.10447  C2 1.019
11 H 0.35607 0.68730 2.18731  Si3 1.517
12 H 0.90583 1.59780 -1.34360  C4 1.062
13 H 3.29585 1.74599 -1.07189  C5 1.135
14 H 3.26385 0.82287 0.46170  C5 1.111
15 H -2.89946 2.18839 0.89723  Si7 1.549
16 H -3.90035 0.00294 0.07213  Si7 1.514
17 H -2.56549 1.59808 -1.27459  Si7 1.373

Energy above the lowest of the compared OMol25 structures with the same formula, charge and spin: 12.7 kcal per mole
Molar mass: 130.295 g/mol
Strongest force on any atom: 5.40 eV/Å
SMILES string: C=C[SiH](C=C)O[SiH3]
2S+1: 1
E_LUMO: 0.8 eV

=====

Q: Which value of strongest force on any atom does entry 2 give?
A: 3.25 eV/Å